[1]
Here is a 8-piece molecular cluster, C37H52N10OP overall from the OMol25 dataset. Energies are from the ωB97M-V functional and the def2-TZVPD basis.

Values from the calculation:
Highest occupied orbital energy: -9.18 eV
F_max: 1.64 eV Å⁻¹
Spin multiplicity: 1
Total charge: +1
Orbital gap: 0.1471 Ha
LUMO level: -0.190 Ha

Element x y z (Å)
C -4.876001 -5.666060 3.411378
C -5.647518 -4.478134 2.794316
C -6.958027 -5.004554 2.210210
C -5.965618 -3.465448 3.910763
C -5.945085 -1.977410 3.492654
N -5.500585 -1.807961 2.085163
C -4.236835 -1.527179 1.822732
C -3.765147 -1.408013 0.526353
C -4.685904 -1.616722 -0.466764
P -4.257881 -1.465681 -2.222602
N -3.048355 -2.619747 -2.497977
O -5.576280 -2.080021 -2.957465
C -5.999050 -1.915647 -0.080514
N -6.428538 -2.007619 1.158415
H -5.092032 -6.561450 2.837302
H -5.141574 -5.858435 4.442742
H -3.813214 -5.481144 3.303565
H -4.974203 -4.085523 2.037700
H -6.805634 -5.608124 1.323284
H -7.461632 -5.611141 2.954122
H -7.633225 -4.180088 1.997505
H -6.957794 -3.690521 4.280308
H -5.299688 -3.580855 4.757406
H -5.262417 -1.397398 4.095145
H -6.913362 -1.502486 3.563515
H -3.566131 -1.413022 2.655858
H -2.739138 -1.166075 0.314246
H -2.347178 -2.199127 -3.093299
H -2.628507 -3.012690 -1.662995
H -5.995287 -1.343192 -3.414452
H -6.729450 -2.100784 -0.851267
N -0.688617 0.960125 0.046787
C 0.494736 1.574118 -0.263297
C 1.083501 1.964867 0.906244
C 0.223400 1.573235 1.968433
C -0.859596 0.952946 1.408555
H -1.326944 0.582680 -0.626894
H 0.814936 1.679173 -1.285487
H 2.026553 2.474651 0.989831
H 0.381178 1.729651 3.023731
H -1.730175 0.513388 1.865086
N 2.859153 -0.243854 3.118597
C 3.275215 -1.522545 2.868149
C 4.479706 -1.703963 3.493591
C 4.803127 -0.486552 4.150169
C 3.783821 0.392932 3.901760
H 2.007943 0.166370 2.778994
H 2.682373 -2.190430 2.267040
H 5.065446 -2.607343 3.481924
H 5.682377 -0.281864 4.736915
H 3.637891 1.412788 4.215581
N 3.713693 4.841057 1.497120
C 3.796731 4.629113 0.147483
C 4.078085 5.831322 -0.447556
C 4.170160 6.803664 0.586340
C 3.942478 6.161030 1.772168
H 3.516853 4.136585 2.182870
H 3.648398 3.648868 -0.271500
H 4.202741 5.995113 -1.505938
H 4.377913 7.854745 0.471024
H 3.923891 6.528468 2.783498
N 6.906543 9.051767 -0.418802
C 7.404116 10.115501 -1.122102
C 7.944219 10.996062 -0.224953
C 7.768385 10.440800 1.071894
C 7.127308 9.241669 0.918766
H 6.449946 8.254827 -0.820703
H 7.331249 10.153614 -2.195247
H 8.414217 11.933527 -0.469138
H 8.078577 10.872970 2.008132
H 6.810598 8.509332 1.641517
N -3.374288 -5.184301 -0.290363
C -2.819774 -6.356677 -0.727235
C -1.562831 -6.452827 -0.195258
C -1.344924 -5.295253 0.597649
C -2.478155 -4.532001 0.521944
H -4.292224 -4.859039 -0.528950
H -3.365656 -7.019381 -1.376095
H -0.873896 -7.264165 -0.354913
H -0.458470 -5.053861 1.159592
H -2.725856 -3.585974 0.975873
N 6.044726 3.210777 -1.788521
C 6.857175 3.245795 -2.887129
C 6.890323 1.988690 -3.429616
C 6.064406 1.160123 -2.624249
C 5.557654 1.943111 -1.620877
H 5.840500 3.994172 -1.192118
H 7.341153 4.158747 -3.188555
H 7.445958 1.694761 -4.303858
H 5.868537 0.110269 -2.763717
H 4.898129 1.703685 -0.803851
N -3.252948 -3.498426 -5.758251
C -2.773725 -4.558947 -6.478914
C -2.508061 -4.119224 -7.747026
C -2.835350 -2.737403 -7.795673
C -3.290417 -2.383108 -6.555267
H -3.532190 -3.525935 -4.795548
H -2.664195 -5.530701 -6.029367
H -2.121050 -4.719942 -8.552178
H -2.746483 -2.081205 -8.644661
H -3.637229 -1.437302 -6.173105

Forces on the atoms, in the same order (eV/Å):
C 0.01 0.21 -0.77
C -0.17 -1.19 1.13
C 0.05 0.63 -0.04
C 0.14 0.41 -0.42
C -0.10 -0.18 -0.23
N -0.39 0.27 0.29
C 0.68 0.25 -0.07
C -0.63 0.10 0.22
C 0.20 -0.96 -0.45
P 0.45 1.18 -0.96
N -0.50 0.53 0.66
O -0.02 -0.19 0.46
C -0.48 -0.06 -0.11
N 0.67 0.24 0.04
H 0.04 -0.22 -0.04
H -0.04 0.02 0.22
H 0.30 -0.08 0.37
H -0.14 0.23 -0.24
H 0.01 -0.09 -0.19
H -0.02 -0.24 0.18
H -0.15 0.03 -0.33
H -0.21 -0.05 0.15
H 0.29 -0.04 0.03
H 0.22 0.11 0.13
H -0.23 0.01 -0.13
H -0.06 0.01 0.34
H 0.29 -0.03 0.16
H 0.26 -0.19 -0.03
H 0.11 -0.49 -0.12
H -0.24 -0.09 -0.32
H -0.27 -0.04 0.03
N 0.06 -0.03 0.15
C -0.03 -0.04 -0.06
C -0.02 -0.02 0.03
C 0.04 -0.01 0.08
C -0.03 -0.08 -0.15
H -0.02 0.08 -0.09
H 0.02 0.02 0.00
H 0.00 0.02 0.00
H -0.05 0.06 0.00
H -0.03 0.07 0.02
N 0.01 -0.01 0.06
C -0.02 0.03 -0.01
C 0.00 -0.02 0.00
C 0.02 0.01 0.01
C -0.04 0.01 -0.05
H 0.01 -0.03 -0.08
H 0.02 -0.01 -0.02
H 0.01 0.00 0.00
H 0.01 0.00 0.00
H 0.01 0.00 0.03
N 0.01 0.05 -0.06
C -0.04 -0.01 0.12
C 0.06 -0.01 -0.03
C 0.05 0.05 -0.05
C -0.03 -0.05 0.04
H 0.05 -0.02 0.04
H -0.03 0.01 -0.05
H -0.05 0.00 -0.01
H -0.04 0.02 0.02
H 0.00 0.02 0.00
N 0.03 0.05 0.01
C -0.04 -0.04 -0.02
C 0.01 0.01 0.01
C 0.01 0.02 0.00
C -0.06 -0.05 0.00
H 0.02 -0.05 0.01
H 0.01 0.02 -0.01
H 0.01 0.01 0.00
H 0.01 0.00 0.01
H 0.01 -0.01 0.01
N 0.02 0.01 0.03
C -0.05 0.05 -0.01
C 0.02 0.00 0.02
C 0.07 -0.02 -0.02
C -0.09 0.16 -0.04
H -0.09 -0.07 -0.01
H 0.01 -0.01 -0.01
H 0.01 0.00 0.00
H 0.01 -0.01 0.01
H 0.08 -0.21 0.04
N 0.04 -0.03 -0.06
C -0.02 0.02 0.03
C 0.01 0.00 -0.02
C -0.03 -0.02 -0.01
C -0.03 0.07 0.02
H 0.00 0.00 0.03
H 0.02 -0.01 -0.01
H 0.00 0.00 -0.01
H 0.01 -0.01 0.00
H 0.04 -0.05 0.03
N 0.04 0.09 -0.02
C -0.03 0.00 0.04
C 0.01 0.00 0.00
C 0.01 0.02 -0.02
C -0.02 -0.02 0.08
H -0.05 -0.11 0.05
H 0.00 -0.02 -0.02
H 0.00 0.00 -0.01
H 0.00 0.00 -0.01
H -0.02 0.01 -0.03

=====

[2]
Here is a 8-piece molecular cluster, C37H53ClO19 overall from the OMol25 dataset. Energies are from the ωB97M-V functional and the def2-TZVPD basis.

Values from the calculation:
Highest occupied orbital energy: -9.53 eV
F_max: 3.26 eV Å⁻¹
Spin multiplicity: 1
Energy relative to the best compared isomer or geometry (same formula, charge and spin): 0.0 kJ/mol
Total charge: 0
Orbital gap: 0.3039 Ha
LUMO level: -0.046 Ha

Element x y z (Å)
C 5.443718 2.571892 4.241202
C 4.660838 3.231035 3.109314
O 4.236017 4.547792 3.362621
C 3.381853 4.638162 4.480811
C 2.385798 5.757162 4.284581
O 1.106168 5.371058 4.760796
C 0.097855 5.371395 3.789837
C -0.740038 4.174343 3.988386
C -0.467617 2.931377 3.591334
Cl 0.891903 2.384537 2.804948
C -1.587962 2.018928 3.938704
O -1.788850 0.857988 3.603837
O -2.433215 2.757626 4.696894
C -2.041992 4.125422 4.648394
O -2.762447 5.015911 5.073496
H 5.006279 1.625938 4.495905
H 6.447607 2.364489 3.929744
H 5.472022 3.173541 5.127371
H 3.818448 2.616638 2.842109
H 5.275611 3.279802 2.236711
H 2.805192 3.733467 4.579053
H 3.940718 4.787995 5.391020
H 2.687193 6.633519 4.824978
H 2.359583 6.025249 3.245343
H 0.491199 5.330426 2.787450
H -0.516183 6.255674 3.854987
O 2.856506 10.091459 1.984507
C 3.760652 9.317860 1.890621
O 3.624984 8.016525 2.227588
C 4.885156 7.315414 2.125279
C 5.712152 8.161228 1.155836
C 5.188138 9.574281 1.436724
H 5.332926 7.260795 3.118638
H 4.705435 6.309925 1.773884
H 6.783368 8.042696 1.298293
H 5.475346 7.879667 0.130315
H 5.722440 10.059769 2.254053
H 5.193059 10.223061 0.567284
O -0.856026 -5.052570 2.073343
C -0.930067 -4.756334 3.230825
O -0.214611 -5.413222 4.164463
C -0.554939 -4.950943 5.485730
C -1.141423 -3.556963 5.279932
C -1.791050 -3.697685 3.900700
H -1.276439 -5.648711 5.914580
H 0.344205 -4.959716 6.094157
H -1.823909 -3.258709 6.070636
H -0.342892 -2.819578 5.231579
H -2.812061 -4.077894 3.960582
H -1.780397 -2.777025 3.330508
O -3.373845 -0.202053 -1.895091
C -2.871106 -1.192300 -1.452420
O -1.723805 -1.703488 -1.928872
C -1.426050 -2.961709 -1.285788
C -2.184711 -2.926287 0.037945
C -3.407646 -2.080273 -0.338496
H -1.760962 -3.763878 -1.936418
H -0.350439 -3.046071 -1.150756
H -2.412735 -3.914473 0.420730
H -1.593612 -2.408038 0.791922
H -4.213198 -2.691746 -0.750236
H -3.789862 -1.474542 0.477226
O 3.910932 2.183967 0.227483
C 3.403918 1.156809 -0.114631
O 2.990899 0.245306 0.796154
C 2.506609 -0.946665 0.142538
C 2.121382 -0.490651 -1.261850
C 3.127796 0.638433 -1.513594
H 3.306103 -1.690757 0.143182
H 1.666692 -1.336824 0.712552
H 2.152157 -1.287304 -1.997822
H 1.110161 -0.084847 -1.257839
H 4.065723 0.274615 -1.934677
H 2.733447 1.428460 -2.143699
O -7.537988 -3.665115 -5.988383
C -7.082012 -3.022093 -5.092216
O -7.552617 -3.125628 -3.827144
C -6.897614 -2.173995 -2.965286
C -5.579705 -1.844010 -3.658777
C -5.965715 -1.988679 -5.133874
H -7.542897 -1.299982 -2.863895
H -6.772046 -2.626523 -1.985314
H -5.182668 -0.870728 -3.390184
H -4.827305 -2.592597 -3.402400
H -6.368605 -1.064655 -5.549119
H -5.153614 -2.342019 -5.760674
O 1.532357 0.987849 -4.579703
C 1.014579 -0.032825 -4.929801
O 0.618934 -0.964992 -4.047314
C 0.127995 -2.149078 -4.727079
C -0.278866 -1.650082 -6.111886
C 0.720886 -0.509175 -6.342170
H 0.932626 -2.887393 -4.774603
H -0.693422 -2.562804 -4.165156
H -0.252750 -2.430362 -6.867951
H -1.291977 -1.249484 -6.074306
H 1.654528 -0.860191 -6.783255
H 0.325193 0.307025 -6.937518
O -1.654333 -4.438888 -4.001086
C -1.834964 -5.624496 -3.964761
O -1.017317 -6.480882 -4.592770
C -1.515087 -7.831990 -4.482541
C -2.424386 -7.820167 -3.254838
C -2.961569 -6.384495 -3.287868
H -2.055252 -8.069780 -5.399696
H -0.667333 -8.503117 -4.390691
H -3.190728 -8.589591 -3.283957
H -1.831315 -7.969367 -2.353369
H -3.855410 -6.287751 -3.905704
H -3.157705 -5.972324 -2.302133

Forces on the atoms, in the same order (eV/Å):
C -0.21 -0.02 -0.37
C 0.33 -0.23 0.29
O 0.03 0.40 0.18
C -0.16 0.05 -0.35
C 0.11 0.05 0.24
O 0.14 -0.06 0.14
C -0.28 0.13 0.15
C 0.05 -0.52 -0.24
C -0.12 0.10 0.11
Cl 0.64 -0.30 -0.52
C -0.43 -2.20 -0.63
O 0.54 2.67 0.96
O -0.83 0.48 0.13
C -2.12 1.46 1.13
O 1.90 -2.45 -0.98
H -0.29 -0.52 0.26
H 0.68 0.01 -0.07
H 0.06 0.38 0.48
H -0.55 -0.23 -0.11
H 0.29 0.14 -0.63
H -0.24 -0.60 0.12
H 0.34 -0.02 0.44
H 0.12 0.60 0.32
H -0.10 0.07 -0.59
H 0.38 -0.03 -0.48
H -0.27 0.48 0.13
O -0.10 0.14 -0.06
C 0.20 0.03 0.10
O 0.03 -0.35 0.06
C 0.19 0.40 -0.26
C -0.12 0.18 0.14
C -0.01 -0.43 -0.17
H -0.01 0.02 0.03
H -0.19 -0.12 0.02
H 0.02 0.01 0.06
H -0.01 -0.03 -0.03
H 0.00 0.06 0.01
H 0.00 0.15 0.04
O -0.06 0.15 -0.14
C -0.13 -0.13 0.02
O 0.12 -0.03 0.28
C -0.04 0.11 0.03
C -0.07 -0.12 -0.19
C 0.31 0.00 0.24
H -0.04 0.01 -0.01
H 0.08 -0.04 -0.05
H -0.07 -0.05 0.02
H 0.08 0.04 0.01
H -0.03 0.02 -0.05
H -0.13 0.07 -0.16
O 0.02 0.24 -0.10
C -0.38 -0.22 0.22
O 0.27 -0.15 -0.06
C 0.00 -0.05 0.42
C -0.26 0.26 -0.21
C 0.55 -0.11 0.11
H -0.05 0.04 -0.03
H 0.05 0.14 -0.12
H 0.01 -0.08 -0.01
H 0.03 0.02 0.04
H -0.07 0.04 0.00
H -0.15 0.04 -0.05
O 0.03 0.19 -0.06
C 0.05 -0.16 -0.24
O -0.12 -0.27 0.25
C -0.08 0.11 -0.18
C 0.21 0.14 0.08
C -0.38 -0.13 0.24
H 0.04 0.04 -0.02
H 0.01 0.07 0.11
H 0.04 -0.03 -0.02
H -0.04 -0.02 -0.04
H 0.04 0.03 -0.04
H 0.11 0.04 -0.11
O 0.03 -0.12 -0.15
C 0.04 0.25 -0.03
O 0.02 0.03 0.24
C 0.11 0.05 -0.05
C -0.13 -0.02 -0.23
C 0.07 -0.24 0.41
H -0.01 0.03 -0.03
H -0.06 -0.10 0.01
H -0.03 0.05 0.03
H 0.02 -0.02 0.00
H 0.00 0.02 -0.05
H -0.03 0.05 -0.16
O 0.08 0.20 0.00
C 0.08 -0.07 -0.15
O -0.07 -0.44 0.04
C 0.00 0.30 -0.19
C 0.20 0.17 0.03
C -0.39 -0.20 0.17
H 0.04 0.07 0.01
H 0.02 0.15 0.15
H 0.06 -0.04 0.00
H -0.03 0.00 0.02
H 0.04 0.03 -0.03
H 0.12 0.08 -0.07
O -0.17 -0.21 -0.03
C -0.28 0.04 -0.11
O 0.14 -0.29 -0.08
C -0.11 -0.05 0.11
C 0.00 0.25 -0.08
C 0.31 -0.30 0.10
H -0.04 0.02 -0.01
H 0.10 0.06 0.00
H -0.05 0.01 -0.08
H 0.03 -0.01 0.02
H -0.04 0.04 0.01
H -0.10 0.11 -0.02